{"formula": "C24H25BrFN3OPtSe", "method": "ωB97M-V/def2-TZVPD", "symbols": ["Pt", "O", "C", "C", "C", "N", "C", "Br", "C", "H", "H", "H", "H", "C", "C", "N", "C", "C", "N", "H", "H", "H", "H", "H", "H", "F", "C", "C", "C", "C", "C", "C", "H", "H", "H", "H", "C", "C", "C", "C", "C", "C", "Se", "C", "C", "C", "H", "H", "H", "H", "H", "H", "H", "H", "H", "H", "H"], "coordinates": [[-0.410584, 0.141195, -1.140197], [5.415905, 2.114443, -1.533451], [4.205172, 1.630981, -1.882345], [3.914608, 0.276370, -1.961294], [2.629047, -0.089985, -2.303618], [1.641950, 0.779852, -2.558308], [1.977817, 2.057094, -2.529947], [0.648141, 3.311463, -3.030664], [3.216913, 2.553820, -2.190994], [6.024316, 1.387223, -1.364040], [4.665970, -0.477906, -1.760186], [2.355398, -1.136051, -2.366664], [3.414615, 3.614723, -2.158474], [-2.818327, 2.192904, -2.718350], [-3.170010, 0.899553, -2.080923], [-2.334454, -0.073173, -1.776580], [-3.092290, -1.102399, -1.220952], [-4.393467, -0.741144, -1.211463], [-4.422206, 0.530003, -1.760135], [-2.079527, 2.026890, -3.499575], [-2.380763, 2.869927, -1.981597], [-3.699297, 2.664862, -3.153833], [-2.635155, -2.014940, -0.882875], [-5.280854, -1.246883, -0.874036], [-5.239728, 1.094805, -1.905471], [0.754658, -5.585408, -2.778148], [0.463461, -4.308935, -2.438028], [-0.241868, -3.524593, -3.328143], [-0.540273, -2.213129, -2.967376], [-0.139170, -1.700917, -1.731603], [0.573030, -2.525184, -0.865444], [0.881355, -3.837544, -1.211886], [-0.549598, -3.938109, -4.280463], [-1.087061, -1.585569, -3.659391], [0.893122, -2.143203, 0.100118], [1.434033, -4.486585, -0.544285], [-0.068091, -0.499021, 6.224241], [-0.042019, 0.048895, 4.818545], [1.109440, 0.594028, 4.275353], [1.146523, 1.128556, 2.986056], [2.447666, 1.704479, 2.488007], [-0.019196, 1.115361, 2.207615], [0.043527, 1.997574, 0.478819], [-1.191458, 0.553116, 2.734257], [-2.470354, 0.515032, 1.947053], [-1.181096, 0.030563, 4.023722], [0.929991, -0.505673, 6.663206], [-0.454799, -1.519734, 6.246191], [-0.710939, 0.104460, 6.869446], [2.020049, 0.606938, 4.868332], [3.276712, 1.348009, 3.102221], [2.439093, 2.796644, 2.526518], [2.628620, 1.432022, 1.448661], [-2.271784, 0.285002, 0.904869], [-2.976685, 1.484272, 1.968022], [-3.151174, -0.238021, 2.349180], [-2.098918, -0.396961, 4.420305]], "forces_ev_per_a": [[-0.62, 0.84, 0.47], [0.04, -0.03, -0.01], [0.08, 0.15, 0.03], [-0.02, -0.10, -0.04], [-0.12, -0.02, 0.04], [0.52, 0.07, -0.18], [0.04, -0.03, -0.01], [-0.05, -0.01, 0.05], [-0.04, 0.08, 0.00], [0.01, -0.01, 0.03], [-0.03, 0.02, 0.01], [0.00, -0.01, 0.03], [0.02, -0.02, -0.01], [0.00, 0.06, 0.17], [0.03, 0.25, -0.32], [-0.32, -0.70, 0.99], [-0.02, -0.01, -0.23], [0.00, 0.21, -0.10], [-0.10, -0.22, 0.03], [0.02, 0.00, 0.03], [0.04, -0.03, -0.01], [0.00, -0.03, 0.02], [0.02, 0.05, 0.00], [0.05, 0.03, -0.02], [-0.01, 0.01, -0.06], [0.02, -0.06, -0.03], [-0.02, 0.01, -0.03], [-0.04, 0.08, 0.02], [0.09, -0.23, 0.06], [0.27, -0.27, -0.74], [-0.01, -0.20, 0.06], [0.00, 0.05, 0.11], [0.03, 0.01, 0.01], [0.01, -0.01, -0.01], [0.03, 0.01, -0.02], [-0.02, 0.01, -0.02], [0.00, 0.03, -0.07], [-0.02, -0.03, 0.04], [0.07, 0.02, -0.06], [0.03, -0.05, 0.05], [-0.03, -0.03, 0.05], [-0.02, 0.06, -0.05], [0.20, 0.00, -0.13], [-0.03, 0.01, 0.00], [-0.07, 0.03, 0.08], [-0.03, 0.00, -0.04], [-0.01, 0.00, -0.02], [0.01, 0.01, -0.01], [0.01, 0.00, -0.02], [-0.03, 0.01, -0.02], [-0.03, 0.04, 0.00], [-0.03, -0.01, -0.03], [0.01, -0.03, -0.01], [0.03, -0.04, -0.09], [0.03, 0.01, 0.01], [0.01, 0.05, 0.02], [0.04, 0.01, -0.03]], "homo_lumo_gap_ha": 0.2534, "e_homo_ev": -6.85, "e_tot_ev": -173164.4323}


{"formula": "C24H25ClN5O2Rh", "method": "ωB97M-V/def2-TZVPD", "symbols": ["Rh", "C", "O", "C", "C", "C", "C", "C", "C", "N", "N", "C", "C", "O", "C", "C", "C", "C", "C", "C", "C", "C", "H", "H", "H", "H", "H", "H", "H", "H", "H", "H", "H", "H", "H", "N", "C", "C", "N", "H", "H", "H", "H", "H", "H", "H", "H", "Cl", "C", "C", "C", "C", "N", "C", "H", "H", "H", "H"], "coordinates": [[0.276548, -0.895452, -0.941046], [0.045296, -3.843710, 0.882643], [-0.266916, -2.445273, 0.828381], [-0.746055, -1.859447, 1.961933], [-0.930415, -2.540804, 3.154697], [-1.436029, -1.859326, 4.251549], [-1.762205, -0.505607, 4.177678], [-1.578648, 0.177885, 3.000984], [-1.058425, -0.481796, 1.872600], [-0.876543, 0.130072, 0.641678], [-1.053696, 1.421114, 0.657068], [-1.200261, 2.118883, -0.463545], [-1.357710, 1.543361, -1.825219], [-1.227757, 0.313228, -2.053597], [-1.672363, 2.431602, -2.908373], [-1.764291, 3.761143, -2.705327], [-1.575751, 4.371500, -1.411215], [-1.693186, 5.747535, -1.266260], [-1.527868, 6.335278, -0.018342], [-1.253021, 5.541594, 1.088810], [-1.141750, 4.168002, 0.959566], [-1.297744, 3.558764, -0.291642], [-0.843236, -4.418332, 1.144511], [0.845510, -4.029578, 1.599331], [0.382346, -4.115664, -0.113523], [-0.696531, -3.589691, 3.244002], [-1.584403, -2.397119, 5.178086], [-2.168435, 0.000205, 5.041563], [-1.841357, 1.220533, 2.919008], [-1.819031, 1.986599, -3.881843], [-1.992518, 4.417098, -3.536925], [-1.916796, 6.359790, -2.129460], [-1.619723, 7.406712, 0.089523], [-1.132935, 5.998053, 2.061465], [-0.937964, 3.561428, 1.828943], [1.520148, -1.228499, -2.879135], [0.621979, -1.813908, -3.900185], [-0.170129, -2.951972, -3.284677], [-0.928342, -2.444909, -2.125278], [1.925836, -0.362620, -3.221921], [2.312890, -1.845048, -2.723157], [1.174148, -2.166642, -4.772973], [-0.058823, -1.026497, -4.227459], [0.502313, -3.738108, -2.933488], [-0.826829, -3.395578, -4.035708], [-1.332103, -3.205975, -1.591256], [-1.703772, -1.868185, -2.442280], [4.764627, -3.827036, 1.286637], [3.925434, -2.327541, 1.276893], [4.231491, -1.320071, 2.181112], [3.503997, -0.143304, 2.115869], [2.503002, -0.018002, 1.169148], [2.214539, -0.988795, 0.294823], [2.920557, -2.121480, 0.346033], [5.017870, -1.460703, 2.909571], [3.708743, 0.673131, 2.793050], [1.912505, 0.887734, 1.101589], [2.683810, -2.894554, -0.374916]], "forces_ev_per_a": [[-0.01, -0.31, 0.11], [0.01, -0.02, 0.00], [-0.07, 0.02, -0.01], [0.00, 0.02, 0.12], [0.01, 0.08, -0.12], [-0.01, -0.03, 0.05], [-0.01, 0.04, -0.02], [-0.01, -0.03, 0.01], [0.03, -0.04, -0.23], [0.08, 0.31, 0.31], [-0.15, -0.39, -0.11], [0.06, 0.28, 0.16], [-0.05, -0.28, -0.28], [0.06, 0.44, 0.05], [-0.03, 0.03, 0.14], [-0.02, -0.06, -0.03], [-0.03, -0.05, -0.02], [0.05, 0.03, 0.13], [-0.01, -0.05, -0.05], [-0.01, -0.01, 0.00], [0.01, 0.02, 0.00], [0.01, -0.02, -0.09], [0.03, -0.01, -0.01], [-0.01, -0.01, 0.01], [0.00, -0.01, -0.02], [0.01, -0.02, 0.00], [0.00, 0.00, 0.01], [0.00, 0.01, 0.01], [0.00, 0.04, -0.01], [0.00, -0.02, -0.01], [0.01, -0.01, -0.03], [0.00, 0.00, -0.03], [0.00, 0.02, 0.01], [0.01, 0.00, 0.01], [0.01, -0.02, 0.01], [0.03, -0.03, 0.00], [-0.01, 0.00, -0.02], [0.03, 0.00, -0.05], [-0.02, 0.12, 0.02], [-0.04, 0.03, -0.02], [0.01, -0.01, 0.02], [-0.02, -0.01, 0.02], [0.01, -0.02, 0.00], [0.02, 0.01, -0.01], [0.02, 0.01, 0.02], [0.00, -0.02, 0.01], [-0.02, -0.03, -0.02], [-0.02, 0.04, 0.00], [0.02, -0.01, -0.03], [-0.06, -0.02, -0.06], [0.02, -0.03, -0.01], [-0.02, 0.03, -0.04], [0.01, -0.04, 0.06], [0.05, 0.04, 0.00], [0.01, 0.00, 0.01], [0.00, 0.00, 0.01], [0.00, 0.00, 0.02], [0.00, -0.02, 0.02]], "homo_lumo_gap_ha": [0.2537, 0.2166], "multiplicity": 5, "e_homo_ev": [-13.63, -14.23], "e_tot_ev": -52354.1497, "s_squared": 6.093, "charge": 2}


{"formula": "C24H25ErN4O", "method": "ωB97M-V/def2-TZVPD", "symbols": ["C", "C", "C", "H", "C", "C", "H", "C", "C", "C", "H", "C", "C", "H", "H", "H", "H", "H", "H", "Er", "C", "C", "C", "H", "H", "H", "H", "H", "H", "C", "C", "H", "H", "O", "N", "C", "H", "C", "C", "H", "C", "H", "C", "H", "C", "H", "C", "H", "H", "H", "N", "C", "N", "C", "N"], "coordinates": [[2.716736, -0.038323, 1.503274], [2.561810, -0.795242, 0.300286], [1.991982, 0.052095, -0.702098], [2.893237, -1.826405, 0.150999], [1.794386, 1.350511, -0.122044], [2.269875, 1.295194, 1.231870], [1.443241, 2.242835, -0.654521], [-1.346009, -2.018598, 1.438927], [-0.210300, -2.596307, 0.773753], [-0.263277, -2.194683, -0.592928], [0.477927, -3.333442, 1.208216], [-1.426230, -1.363693, -0.806199], [-2.065450, -1.242579, 0.485654], [1.857202, -0.204159, -1.762046], [2.315031, 2.128055, 1.936771], [3.181853, -0.397424, 2.430323], [-2.997227, -0.706140, 0.676073], [0.408421, -2.576037, -1.371099], [-1.630200, -2.220803, 2.474536], [0.244800, -0.166724, 1.103244], [-2.150860, -1.211497, -2.152174], [-3.414261, -2.108900, -2.056710], [-1.322078, -1.762933, -3.313903], [-3.118237, -3.153533, -1.893258], [-3.993024, -2.058553, -2.986934], [-4.066110, -1.803856, -1.230507], [-1.037713, -2.802076, -3.093218], [-0.412325, -1.176772, -3.496180], [-1.939549, -1.771232, -4.225660], [-2.730741, 0.238750, -2.521275], [-1.995166, 1.484272, -2.998897], [-3.252769, 0.597109, -1.621262], [-3.481365, 0.012072, -3.310831], [-2.140900, 2.549235, -2.373213], [-1.349431, 1.482271, -4.216443], [-0.402142, 2.583483, -4.466647], [-1.845890, 1.108293, -5.028834], [0.978883, 1.995174, -4.519902], [2.083333, 2.653637, -3.964649], [1.907632, 3.588613, -3.426693], [3.357475, 2.090308, -4.075616], [4.216112, 2.612357, -3.646532], [3.524603, 0.857622, -4.724017], [4.524644, 0.439731, -4.855234], [2.407804, 0.156174, -5.200827], [2.507777, -0.833976, -5.654929], [1.134402, 0.730740, -5.097392], [0.244976, 0.182651, -5.424186], [-0.455368, 3.338800, -3.671261], [-0.612843, 3.123313, -5.402833], [-0.465499, 0.879077, 2.897156], [-0.728030, 0.984450, 4.050768], [-1.027450, 1.156455, 5.271730], [-0.638645, 0.327184, 6.218631], [-0.319051, -0.381275, 7.098840]], "forces_ev_per_a": [[0.32, 0.46, -0.62], [0.25, 0.45, -0.26], [0.75, 0.34, 0.18], [-0.30, 0.42, 0.09], [0.90, -0.30, 0.13], [0.40, -0.03, -0.26], [0.08, -0.48, 0.33], [-0.19, -0.61, -0.39], [-0.72, -0.19, -0.09], [-0.77, 0.02, 0.06], [-0.27, 0.53, -0.24], [0.51, -0.84, 0.91], [0.33, -0.26, -0.15], [-0.15, 0.11, 0.67], [-0.18, -0.36, -0.29], [-0.38, 0.23, -0.46], [0.34, -0.20, 0.00], [-0.28, 0.41, 0.42], [0.09, 0.28, -0.38], [-0.94, -0.20, -0.88], [-0.10, 0.92, -0.55], [0.06, 0.02, 0.13], [0.18, -0.05, 0.06], [-0.05, 0.24, 0.04], [0.13, -0.03, 0.12], [0.11, -0.04, -0.16], [-0.05, 0.26, -0.18], [-0.19, -0.11, 0.01], [0.25, 0.05, 0.19], [-0.36, -0.79, 0.47], [-1.09, 1.67, 0.60], [-0.12, -0.14, -0.42], [0.25, 0.30, 0.44], [0.86, -1.92, -0.23], [-0.11, 0.50, -0.24], [-0.05, 0.11, -0.06], [0.39, -0.11, 0.74], [0.50, -0.31, 0.04], [-0.22, -0.36, -0.22], [0.23, -0.19, -0.23], [-0.11, -0.15, -0.12], [-0.24, -0.22, -0.18], [-0.18, 0.07, 0.05], [-0.31, 0.10, 0.16], [-0.21, 0.35, 0.07], [0.10, 0.38, 0.14], [0.64, -0.09, 0.06], [0.51, 0.20, -0.01], [-0.25, -0.39, -0.18], [-0.15, -0.32, 0.18], [-0.53, 0.42, 1.41], [0.22, -0.18, -0.05], [-0.03, 0.28, -1.07], [0.69, -1.53, 1.79], [-0.58, 1.27, -1.54]], "homo_lumo_gap_ha": [0.3047, 0.3091], "multiplicity": 4, "e_homo_ev": [-8.56, -8.57], "e_tot_ev": -60922.8092, "s_squared": 3.753}


{"formula": "C24H25F11N2O5PS", "method": "ωB97M-V/def2-TZVPD", "symbols": ["C", "C", "O", "N", "C", "C", "N", "C", "C", "C", "P", "S", "C", "C", "F", "F", "C", "C", "C", "C", "C", "C", "F", "F", "F", "C", "H", "H", "H", "H", "H", "H", "H", "H", "H", "H", "H", "H", "H", "H", "H", "C", "C", "O", "C", "O", "C", "F", "F", "F", "H", "H", "H", "H", "H", "C", "C", "O", "C", "O", "C", "F", "F", "F", "H", "H", "H", "H", "H"], "coordinates": [[0.945720, 0.884694, -3.065063], [-0.167069, 1.587246, -2.191683], [-0.412867, 2.762159, -2.312342], [-0.834388, 0.728548, -1.209558], [-1.977824, -0.027694, -1.774176], [-1.151145, 1.419394, 0.003549], [-2.323312, 2.175008, -0.007570], [-2.793172, 2.871545, 1.096628], [-2.084842, 2.857639, 2.370098], [-0.812591, 2.068596, 2.395162], [0.101900, 2.018782, 4.019756], [1.628346, 3.243722, 3.886612], [-0.312491, 1.336178, 1.223709], [0.954461, 0.454069, 1.116842], [1.847672, 0.515815, 2.157584], [1.669935, 0.865471, -0.035478], [0.592285, -1.061779, 0.855562], [-0.290182, -1.692671, 1.849759], [-0.643006, -3.106272, 1.711584], [-0.109313, -3.832342, 0.550647], [0.762061, -3.210766, -0.456725], [1.292411, -4.096812, -1.627001], [0.847499, -3.663953, -2.854440], [2.676838, -4.082884, -1.642214], [0.896670, -5.408670, -1.500734], [1.118483, -1.788785, -0.314360], [0.714611, -0.218487, -3.122329], [1.081690, 1.367004, -4.060410], [1.885829, 0.951731, -2.438407], [-2.506961, -0.613862, -0.965849], [-1.654946, -0.746866, -2.569750], [-2.771741, 0.645518, -2.225949], [-2.913851, 2.240059, -0.845136], [-3.744376, 3.458860, 1.017329], [-2.489632, 3.396164, 3.256785], [-0.791527, 2.461673, 5.037283], [0.647521, 0.746498, 4.354074], [-0.676303, -1.077916, 2.698178], [-1.285085, -3.616516, 2.464801], [-0.344897, -4.915090, 0.446269], [1.777245, -1.258458, -1.038248], [-2.235188, -5.923429, 5.504507], [-2.608894, -5.369488, 6.864210], [-1.854614, -4.179582, 7.156572], [-2.311806, -3.048428, 6.613227], [-3.279921, -2.965097, 5.910488], [-1.443146, -1.866215, 7.048617], [-0.128170, -2.134957, 6.965815], [-1.684086, -1.519047, 8.323618], [-1.658239, -0.767272, 6.302055], [-1.157447, -6.086815, 5.441637], [-2.747613, -6.868465, 5.319455], [-2.499052, -5.225690, 4.707129], [-2.358063, -6.094575, 7.638061], [-3.680705, -5.176080, 6.938798], [2.097187, 4.030459, -5.053977], [3.113179, 4.972063, -5.667982], [3.676897, 4.405866, -6.860390], [2.939412, 4.534103, -7.973124], [1.869917, 5.069549, -8.025732], [3.679263, 3.932042, -9.169994], [4.219556, 2.732477, -8.885827], [4.687444, 4.727758, -9.572370], [2.878877, 3.754274, -10.227719], [2.543078, 3.048412, -4.880632], [1.728241, 4.424573, -4.105300], [1.244971, 3.879723, -5.719593], [3.940073, 5.124462, -4.974153], [2.679190, 5.952829, -5.872183]], "forces_ev_per_a": [[-0.64, -0.60, 1.37], [1.58, 0.24, -1.78], [-0.18, -1.00, 0.75], [-0.44, 0.61, 0.95], [-1.26, -0.44, -0.19], [0.19, 0.36, 0.74], [0.66, 0.26, 2.34], [1.20, 0.04, 2.10], [1.11, -1.71, -3.16], [-1.57, -0.61, -0.78], [2.19, 1.59, 0.13], [-0.72, -0.14, -0.09], [-2.53, 1.86, -0.51], [0.85, -1.88, -1.78], [-1.37, 0.42, -0.78], [-0.76, 0.18, 1.59], [-0.74, -1.48, 0.09], [0.86, -1.23, -1.84], [1.62, 1.36, -1.83], [0.46, 1.40, 0.32], [-1.02, 1.07, 1.88], [0.42, -0.17, 0.15], [0.61, -0.35, 1.42], [-1.94, 0.03, -0.17], [0.52, 1.76, -0.13], [-1.31, -1.02, 1.76], [0.25, 1.15, -0.24], [-0.25, -0.37, 0.96], [-0.93, 0.11, -0.81], [0.88, 0.53, -0.76], [-0.05, 0.75, 0.78], [0.89, -0.61, 0.25], [0.74, -0.22, 0.21], [1.05, -0.82, -0.28], [0.49, -0.56, -0.91], [-0.26, -0.73, -0.59], [-1.16, -0.02, -0.29], [0.36, -0.70, -0.75], [0.63, 0.49, -0.81], [0.19, 1.06, 0.05], [-0.64, -0.65, 0.70], [0.18, 0.24, -0.22], [-0.33, -0.75, -0.20], [0.07, 0.88, 0.07], [-0.50, -1.38, -0.03], [0.36, 0.56, 0.06], [1.00, 1.05, 0.71], [-0.40, -0.22, -0.21], [-0.25, -0.34, -0.35], [-0.24, -0.41, -0.16], [-0.05, -0.12, 0.10], [0.02, 0.06, 0.07], [-0.14, -0.05, 0.07], [0.18, 0.28, 0.08], [0.13, 0.23, -0.05], [-0.20, -0.21, -0.18], [-0.23, 0.16, 0.61], [0.08, -0.03, -0.67], [-0.25, 0.44, 1.14], [0.25, -0.26, -0.42], [0.73, -0.67, -1.35], [-0.26, 0.31, 0.29], [-0.32, 0.06, 0.41], [-0.11, 0.23, 0.58], [0.13, 0.10, 0.08], [0.05, 0.00, -0.04], [0.01, 0.14, 0.04], [0.14, -0.12, -0.27], [-0.02, -0.15, -0.21]], "homo_lumo_gap_ha": 0.2382, "e_homo_ev": -11.65, "e_tot_ev": -88519.4895, "charge": 1}